51
Properties=species:S:1:pos:R:3:mulliken_charge:R:1 method="wB97M-V/def2-TZVPD" charge=+1 lumo_energy_ev=-3.66 e_above_lowest_ev=1.191
Pt 0.23 -0.51 -0.48 -0.05
C 1.12 1.51 -2.71 -1.41
C -0.20 1.92 -2.15 1.21
C -0.86 3.06 -2.60 -0.88
C -2.08 3.40 -2.07 -0.53
C -2.63 2.60 -1.08 -0.81
C -1.95 1.49 -0.65 0.44
N -0.74 1.16 -1.18 0.27
Sb -2.82 0.26 0.91 0.91
C -1.09 0.66 2.15 -0.85
C -0.72 0.86 3.42 -0.36
C 0.62 1.41 3.81 -0.23
C 1.69 1.80 3.07 -0.93
C 1.83 1.77 1.51 1.63
C 3.00 2.50 0.94 -1.70
N 0.05 1.05 1.41 1.47
C -2.45 -1.53 -0.29 0.16
C -3.49 -2.44 -0.32 -0.79
C -3.43 -3.51 -1.22 -0.44
C -2.35 -3.62 -2.05 -0.87
C -1.31 -2.69 -1.98 1.20
C -0.09 -2.79 -2.84 -1.44
N -1.38 -1.68 -1.11 -0.03
H 1.50 2.26 -3.40 0.42
H 1.03 0.56 -3.24 0.15
H 1.85 1.36 -1.91 0.22
H -0.40 3.65 -3.38 0.47
H -2.61 4.29 -2.42 0.42
H -3.59 2.85 -0.64 0.44
H -1.39 0.61 4.24 0.48
H 0.77 1.47 4.88 0.37
H 2.56 2.15 3.61 0.44
H 3.01 3.53 1.28 0.43
H 2.99 2.48 -0.15 0.30
H 3.92 2.02 1.28 0.35
H -4.34 -2.32 0.33 0.44
H -4.24 -4.23 -1.26 0.42
H -2.27 -4.43 -2.76 0.45
H -0.18 -3.61 -3.55 0.43
H 0.79 -2.94 -2.22 0.29
H 0.04 -1.86 -3.40 0.19
N 2.23 -3.22 1.77 -0.40
C 1.72 -2.09 1.25 0.86
O 1.08 -2.21 0.13 -0.79
C 1.85 -0.84 1.86 0.29
C 2.67 -0.76 3.01 -1.08
N 3.37 -0.71 3.93 -0.60
C 1.36 0.32 1.13 0.53
N 0.43 2.24 1.28 -0.92
H 2.12 -4.08 1.25 0.24
H 2.78 -3.20 2.61 0.18